(1)
Here is a gas-phase ion, C4H10N3 (charge +1) at a distorted geometry from the OMol25 dataset. Energies are from wB97M-V/def2-TZVPD.

XYZ file:
```
17
Properties=species:S:1:pos:R:3:forces:R:3:lowdin_charge:R:1
C -1.9282 -0.0842 0.9971 -4.022 -0.208 -0.597 -0.10
C -0.5396 -0.2405 0.1323 -2.155 2.532 3.278 -0.41
C 1.2759 -1.1403 1.3955 -4.686 2.926 0.241 0.01
C 0.5764 1.4049 -1.5094 1.714 -1.820 2.671 0.04
N -0.9617 0.5984 1.4039 4.060 0.697 -1.437 0.13
N 0.3741 -1.1939 0.2178 -0.560 -1.604 -1.223 0.01
N -0.6724 0.6066 -1.0640 -0.090 1.202 -2.259 0.07
H -2.8359 -0.5070 1.4296 0.626 -1.176 -0.326 0.10
H 1.3959 -0.0315 1.4961 0.215 -1.309 0.832 0.12
H 0.8386 -1.6950 2.2020 -0.080 0.273 0.815 0.10
H 2.0774 -1.5744 1.0724 5.157 -2.463 -1.463 0.03
H 1.4229 0.6906 -1.1690 -1.092 1.377 -1.221 0.13
H 0.5468 1.6598 -2.5336 -0.153 -0.419 -1.215 0.08
H 0.7262 2.3474 -0.9856 -0.596 -0.238 0.515 0.10
H 0.0584 -2.1077 -0.2095 1.125 1.147 0.593 0.20
H -0.8705 -0.0103 -1.8696 -0.100 0.216 0.258 0.19
H -1.4843 1.2772 -1.0060 0.636 -1.133 0.538 0.19
```
Forces are in eV/Å.

The charge is +1. Its spin multiplicity is 3. The value obtained for the max |F| is 5.899 eV Å⁻¹. The value obtained for the HOMO-LUMO gap (spin up / spin down) is 6.5 / 8.1 eV. As for the LUMO energy (spin up / spin down): -0.12475 / -0.24903 Eh. For the energy above the lowest of the compared OMol25 structures with the same formula, charge and spin, the calculation gives 92.4 kcal per mole. The calculation puts the HOMO energy (spin up / spin down) at -9.911 / -14.840 eV. The total energy is -322.160126 a.u.

***

(2)
Here is C6H14N2O3 in the gas phase at a distorted geometry from the OMol25 dataset. Energies are from wB97M-V/def2-TZVPD.

XYZ file:
```
25
Properties=species:S:1:pos:R:3:forces:R:3:lowdin_charge:R:1
C -1.8004 -2.2794 -0.6993 0.061 -2.507 0.227 -0.07
C -0.9629 -1.1829 -0.1750 1.294 1.723 2.100 -0.36
N -1.6706 0.1250 -0.0201 -0.407 -0.146 0.592 -0.02
N -0.9264 1.0791 0.7303 0.128 0.025 -1.693 -0.02
C 0.3804 1.3752 0.1281 -0.783 1.568 -1.513 -0.28
C 1.0284 2.4134 1.0515 -0.256 0.145 0.577 -0.19
O 0.7743 2.0295 2.4210 2.892 -1.287 -0.443 -0.10
C 1.2048 0.1643 -0.2061 0.763 0.103 -2.250 -0.34
O 1.8223 -0.1890 0.9786 1.772 -2.910 -0.012 -0.02
C 0.3734 -0.9304 -0.9018 0.065 -2.745 3.226 -0.38
O 0.2210 -0.4754 -2.1460 -0.395 1.169 -2.979 0.02
H -2.7734 -2.2192 -0.2170 -0.111 -0.118 -0.009 0.07
H -1.9555 -2.0866 -1.7521 -0.213 -0.598 -0.562 0.06
H -1.3768 -3.4103 -0.4700 -0.820 3.045 -0.836 0.15
H -0.7170 -1.4396 0.8967 0.030 0.248 -0.919 0.16
H -1.9703 0.6285 -0.8589 0.265 -0.777 0.068 0.12
H -0.8638 0.8712 1.6990 -0.038 -0.461 0.686 0.10
H 0.1243 1.9283 -0.8343 0.475 -0.739 0.867 0.17
H 2.0985 2.7128 0.9235 -0.714 -0.751 -0.288 0.14
H 0.4557 3.3010 0.9092 -0.409 0.807 -0.111 0.10
H 1.5395 1.3700 2.4957 -1.813 0.966 0.676 0.11
H 1.9709 0.3179 -1.0673 -0.768 0.614 1.544 0.18
H 2.3452 -1.0105 0.7150 -0.759 1.468 1.125 0.15
H 0.8928 -1.9684 -0.9088 -0.030 1.395 0.253 0.17
H -0.2143 -1.1244 -2.6919 -0.228 -0.237 -0.327 0.10
```
Forces are in eV/Å.

Its spin multiplicity is 1. The value obtained for the max |F| is 4.236 eV Å⁻¹. The value obtained for the HOMO-LUMO gap is 8.8 eV. As for the LUMO energy: 0.02009 Eh. For the energy above the lowest of the compared OMol25 structures with the same formula, charge and spin, the calculation gives 52.9 kcal per mole. The calculation puts the HOMO energy at -8.256 eV. The total energy is -572.159746 a.u. Its SMILES is C[C@@H]1NN[C@@H](CO)[C@@H](O)[C@@H]1O.

***

(3)
Here is 3 unconnected molecules or ions with the total composition C3H13NO2S2 at a distorted geometry from the OMol25 dataset. Energies are from wB97M-V/def2-TZVPD.

XYZ file:
```
21
Properties=species:S:1:pos:R:3:forces:R:3:lowdin_charge:R:1
C 0.8678 -1.8782 -2.2726 1.580 0.524 2.099 -0.41
S 1.3055 -1.0858 -0.5895 -0.298 -0.457 -1.069 0.40
S 0.2948 0.6940 -0.8930 0.658 0.258 -0.022 0.49
C 1.4770 1.9153 -0.2645 -0.309 1.365 1.542 -0.57
C 1.3622 2.0324 1.3004 0.287 0.107 -1.095 -0.35
N 1.7112 0.7052 1.8190 -0.004 0.416 0.414 -0.05
H -0.2045 -1.8618 -2.2572 -0.320 -0.006 -0.824 -0.01
H 1.4498 -1.3265 -3.0234 -0.790 -0.296 0.001 0.03
H 1.2544 -2.8929 -2.1238 -0.222 0.124 -0.362 0.02
H 1.3622 2.8933 -0.7693 -0.598 -0.431 0.143 0.07
H 2.5500 1.7822 -0.2966 0.174 -1.169 -1.053 0.07
H 0.4340 2.4351 1.6820 -0.576 -0.247 -0.171 0.09
H 2.0914 2.8249 1.5398 0.109 -0.554 0.399 0.11
H 0.9735 0.1661 2.2800 0.451 0.668 -0.185 0.07
H 2.5461 0.7610 2.3818 -0.155 -0.318 0.214 0.07
O -3.5647 -2.1203 -0.9413 -0.384 0.789 -0.083 -0.10
H -3.7650 -1.3095 -0.4074 0.352 -1.251 -0.693 0.00
H -2.6864 -1.8839 -1.2562 0.035 -0.237 -0.105 0.01
O -3.1642 -0.5389 1.0035 -0.060 0.829 0.410 -0.05
H -2.3693 -0.5414 1.5459 -0.207 -0.102 0.059 0.06
H -3.9258 -0.7705 1.5425 0.278 -0.013 0.381 0.06
```
Forces are in eV/Å.

Its spin multiplicity is 1. The value obtained for the max |F| is 2.679 eV Å⁻¹. The value obtained for the HOMO-LUMO gap is 8.5 eV. As for the LUMO energy: 0.01720 Eh. For the energy above the lowest of the compared OMol25 structures with the same formula, charge and spin, the calculation gives 31.6 kcal per mole. The calculation puts the HOMO energy at -8.081 eV. The total energy is -1123.663910 a.u. Its SMILES is CSSCCN.O.O.

***

(4)
Here is a molecular structure, C7H10O2 at a distorted geometry from the OMol25 dataset. Energies are from wB97M-V/def2-TZVPD.

XYZ file:
```
19
Properties=species:S:1:pos:R:3:forces:R:3:lowdin_charge:R:1
C 0.1957 0.5406 1.7803 0.095 -0.226 -0.615 0.09
C 1.7244 -1.4745 0.2591 -0.309 -0.134 -0.016 -0.01
C -0.8259 1.0764 -1.8420 -0.505 -0.019 -0.210 0.00
C 1.2369 -0.0473 0.1816 0.186 -0.209 0.717 -0.40
C -1.1615 1.2111 -0.3818 1.725 0.126 0.255 -0.39
C -0.4381 0.1304 0.5669 -0.803 1.829 -0.982 -0.45
C -1.3672 -0.8941 0.3821 0.108 -1.251 0.442 0.09
O 1.8699 0.8308 -0.3517 -0.662 0.043 0.083 0.08
O -1.7874 2.1187 0.0889 -0.049 -0.263 0.036 0.11
H 0.0633 -0.0642 2.6707 0.334 -0.004 0.027 0.09
H 0.5685 1.5533 1.8491 -0.104 -0.073 0.101 0.10
H 1.4055 -2.0177 -0.6324 0.038 0.029 -0.008 0.09
H 2.8133 -1.4735 0.2853 -0.054 0.084 0.056 0.09
H 1.3167 -1.9945 1.1265 -0.021 0.061 -0.015 0.09
H -1.5580 1.6307 -2.4260 -0.038 -0.054 -0.034 0.09
H -0.7823 0.0409 -2.1756 -0.003 -0.017 0.047 0.08
H 0.1540 1.5187 -2.0194 0.082 0.009 0.194 0.09
H -1.5748 -1.3185 -0.5866 -0.061 0.206 -0.171 0.07
H -1.8530 -1.3672 1.2247 0.039 -0.137 0.093 0.08
```
Forces are in eV/Å.

Its spin multiplicity is 1. The value obtained for the max |F| is 2.225 eV Å⁻¹. The value obtained for the HOMO-LUMO gap (spin up / spin down) is 7.3 / 7.4 eV. As for the LUMO energy (spin up / spin down): -0.02480 / -0.02717 Eh. For the energy above the lowest of the compared OMol25 structures with the same formula, charge and spin, the calculation gives 94.1 kcal per mole. The calculation puts the HOMO energy (spin up / spin down) at -8.016 / -8.161 eV. The total energy is -423.050005 a.u.